Version one
{"formula": "C5H7NOS", "method": "wB97M-V/def2-TZVPD", "total_charge": 0, "orbital_gap_ev": 9.26, "lumo_energy_ha": 0.032, "symbols": ["S", "O", "N", "C", "C", "C", "C", "C", "H", "H", "H", "H", "H", "H", "H"], "xyz": [[-0.16, -1.32, 0.39], [-1.16, 1.39, -0.20], [-1.65, -0.93, -0.23], [1.01, 0.00, 0.07], [2.21, -0.47, -0.71], [1.13, 1.18, 0.94], [-1.99, 0.29, -0.26], [0.28, 1.23, -0.30], [0.58, 1.13, 1.90], [1.80, -0.86, -1.71], [2.92, 0.32, -0.75], [2.65, -1.36, -0.19], [0.63, 1.49, -1.39], [2.01, 1.66, 0.86], [-3.01, 0.76, -0.13]], "nbo_charge": [0.45, -0.50, -0.66, -0.26, -0.61, -0.42, 0.40, 0.07, 0.25, 0.23, 0.21, 0.23, 0.21, 0.22, 0.19]}

---

Version two
{"formula": "C5H7NOS", "method": "wB97M-V/def2-TZVPD", "total_charge": 0, "orbital_gap_ev": 8.55, "lumo_energy_ha": 0.024, "symbols": ["S", "O", "N", "C", "C", "C", "C", "C", "H", "H", "H", "H", "H", "H", "H"], "xyz": [[1.50, -1.83, 1.26], [-0.31, -0.31, 2.55], [0.97, -0.43, -0.98], [-0.01, 0.24, -0.30], [0.29, -0.66, 1.59], [1.56, -1.43, -0.52], [0.14, 1.69, -0.09], [-1.45, -0.24, -0.59], [2.09, -2.06, -1.18], [1.16, 2.05, 0.45], [-1.90, 0.06, -1.52], [0.36, 2.27, -1.00], [-1.55, -1.28, -0.46], [-2.13, -0.05, 0.25], [-0.74, 1.99, 0.55]], "nbo_charge": [0.20, -0.54, -0.41, 0.14, 0.32, 0.02, -0.67, -0.65, 0.21, 0.22, 0.22, 0.24, 0.22, 0.23, 0.24]}

---

Version three
{"formula": "C5H7NOS", "method": "wB97M-V/def2-TZVPD", "total_charge": 0, "orbital_gap_ev": [8.29, 7.85], "lumo_energy_ha": [-0.011, -0.033], "symbols": ["S", "O", "N", "C", "C", "C", "C", "C", "H", "H", "H", "H", "H", "H", "H"], "xyz": [[-2.23, 1.56, 0.29], [2.45, -0.01, -0.08], [-2.35, -1.99, 0.06], [0.54, -0.30, 1.30], [0.12, 0.49, -0.90], [-1.18, 0.19, -0.22], [-1.67, -1.07, -0.08], [1.10, -0.40, -0.13], [0.10, 0.38, -1.97], [0.27, 1.69, -0.83], [1.05, -1.44, -0.54], [0.64, 0.74, 1.87], [-2.27, 2.04, -0.91], [0.57, -1.03, 2.09], [2.87, -0.87, 0.03]], "nbo_charge": [0.08, -0.69, -0.29, -0.27, -0.47, -0.19, 0.17, 0.03, 0.23, 0.24, 0.18, 0.20, 0.11, 0.20, 0.47]}

---

Most stable structure - version two; separation to the second - 37.9 kJ/mol.

---

Version one
{"formula": "C2H7NS", "method": "wB97M-V/def2-TZVPD", "total_charge": 0, "orbital_gap_ev": 9.66, "lumo_energy_ha": 0.033, "symbols": ["S", "N", "C", "C", "H", "H", "H", "H", "H", "H", "H"], "xyz": [[1.84, -1.10, -0.19], [-0.54, 0.59, 0.96], [-1.14, 1.09, -0.21], [-2.26, 0.65, -0.75], [-0.03, 1.30, 1.46], [-2.67, 1.18, -1.59], [-2.70, -0.29, -0.42], [0.62, -0.71, 0.36], [-1.20, 0.16, 1.59], [2.46, -1.34, 0.97], [-0.58, 1.88, -0.70]], "nbo_charge": [-0.38, -0.83, 0.00, -0.49, 0.39, 0.21, 0.20, 0.19, 0.38, 0.13, 0.20]}

---

Version two
{"formula": "C2H7NS", "method": "wB97M-V/def2-TZVPD", "total_charge": 0, "orbital_gap_ev": [8.04, 8.10], "lumo_energy_ha": [-0.024, -0.021], "symbols": ["S", "N", "C", "C", "H", "H", "H", "H", "H", "H", "H"], "xyz": [[-0.56, 0.77, -0.63], [-1.72, -1.63, 0.16], [0.97, -0.09, -1.11], [-0.24, 0.86, 1.22], [1.66, 0.02, -0.30], [-0.17, -0.23, 1.53], [0.68, 1.38, 1.57], [-1.15, 1.08, 1.77], [-1.42, -1.71, -0.79], [1.32, 0.57, -2.02], [0.63, -1.02, -1.40]], "nbo_charge": [0.21, -0.33, -0.72, -0.74, 0.23, 0.23, 0.22, 0.24, 0.22, 0.23, 0.21]}

---

Version three
{"formula": "C2H7NS", "method": "wB97M-V/def2-TZVPD", "total_charge": 0, "orbital_gap_ev": 8.93, "lumo_energy_ha": 0.029, "symbols": ["S", "N", "C", "C", "H", "H", "H", "H", "H", "H", "H"], "xyz": [[-2.98, -2.59, -1.83], [0.52, 0.37, 0.10], [1.61, 1.98, 1.52], [1.54, 1.25, 0.40], [-0.21, 0.15, 0.76], [2.47, 2.63, 1.62], [-3.62, -3.33, -2.75], [0.20, 0.35, -0.85], [2.26, 1.28, -0.41], [-2.96, -3.60, -0.96], [1.18, 1.50, 2.39]], "nbo_charge": [-0.29, -0.83, -0.55, 0.04, 0.38, 0.20, 0.14, 0.38, 0.19, 0.14, 0.19]}

---

Most stable structure - version one; separation to the second - 23.7 kJ/mol.

---

Version one
{"formula": "CH2N2S2", "method": "wB97M-V/def2-TZVPD", "total_charge": 0, "orbital_gap_ev": 9.63, "lumo_energy_ha": -0.004, "symbols": ["S", "S", "N", "N", "C", "H", "H"], "xyz": [[1.38, -0.96, -0.13], [-0.93, 0.01, 1.44], [-0.07, 0.03, -0.03], [-1.38, -0.10, -2.16], [-0.71, -0.02, -1.20], [2.02, 0.13, -0.17], [-0.30, 0.92, 2.24]], "nbo_charge": [0.24, 0.24, -0.75, -0.34, 0.38, 0.10, 0.12]}

---

Version two
{"formula": "CH2N2S2", "method": "wB97M-V/def2-TZVPD", "total_charge": 0, "orbital_gap_ev": [7.58, 7.59], "lumo_energy_ha": [-0.022, -0.022], "symbols": ["S", "S", "N", "N", "C", "H", "H"], "xyz": [[-0.63, 1.34, -0.40], [-2.10, 0.23, 0.35], [-0.74, -1.57, -0.37], [0.32, -1.08, -0.29], [0.73, 0.23, 0.05], [0.88, 0.29, 1.13], [1.54, 0.57, -0.47]], "nbo_charge": [0.12, -0.20, 0.09, -0.07, -0.43, 0.25, 0.24]}

---

Most stable structure - version two; separation to the second - 26.9 kJ/mol.

---

Version one
{"formula": "C19H19N2", "method": "wB97M-V/def2-TZVPD", "total_charge": 1, "orbital_gap_ev": 6.70, "lumo_energy_ha": -0.162, "symbols": ["N", "N", "C", "C", "C", "C", "C", "C", "C", "C", "C", "C", "C", "C", "C", "C", "C", "C", "C", "C", "C", "H", "H", "H", "H", "H", "H", "H", "H", "H", "H", "H", "H", "H", "H", "H", "H", "H", "H", "H"], "xyz": [[0.52, -1.74, 1.95], [0.47, 3.73, 2.53], [-0.32, 1.70, 1.47], [-3.15, 0.37, -1.77], [1.12, 0.73, -1.65], [-1.86, 0.75, -1.47], [0.70, -0.36, 2.17], [1.63, 0.30, 3.00], [0.39, -0.46, -1.56], [-1.05, -0.45, -1.16], [-0.51, -1.94, 1.09], [-0.23, 0.32, 1.37], [3.19, -0.54, -1.81], [-1.87, -1.66, -1.61], [-1.07, -0.67, 0.66], [-3.35, -1.09, -1.81], [2.51, 0.67, -1.77], [1.55, 1.69, 3.05], [0.56, 2.40, 2.34], [2.46, -1.71, -1.78], [1.06, -1.68, -1.67], [2.21, 2.27, 3.73], [-1.13, 2.19, 0.90], [2.40, -0.21, 3.55], [-0.15, 4.31, 1.99], [-3.77, -1.49, -2.74], [3.06, 1.60, -1.75], [1.18, 4.21, 3.10], [2.96, -2.68, -1.76], [1.06, -2.49, 2.36], [0.52, -2.64, -1.53], [-3.96, -1.46, -1.00], [0.62, 1.70, -1.52], [-3.97, 1.04, -1.97], [-1.68, -2.07, -2.61], [4.27, -0.57, -1.79], [-1.48, 1.78, -1.43], [-0.92, -2.93, 0.89], [-1.70, -2.44, -0.85], [-2.28, -0.48, 0.87]], "nbo_charge": [-0.42, -0.77, -0.27, -0.10, -0.19, -0.26, 0.11, -0.19, -0.11, 0.08, 0.18, -0.02, -0.20, -0.42, -0.35, -0.46, -0.19, -0.25, 0.23, -0.22, -0.16, 0.23, 0.23, 0.24, 0.40, 0.24, 0.22, 0.41, 0.22, 0.45, 0.20, 0.23, 0.22, 0.23, 0.25, 0.23, 0.23, 0.24, 0.20, 0.32]}

---

Version two
{"formula": "C19H19N2", "method": "wB97M-V/def2-TZVPD", "total_charge": 1, "orbital_gap_ev": 9.13, "lumo_energy_ha": -0.115, "symbols": ["N", "N", "C", "C", "C", "C", "C", "C", "C", "C", "C", "C", "C", "C", "C", "C", "C", "C", "C", "C", "C", "H", "H", "H", "H", "H", "H", "H", "H", "H", "H", "H", "H", "H", "H", "H", "H", "H", "H", "H"], "xyz": [[1.42, -2.43, -1.25], [0.25, -1.23, 0.16], [-2.63, 2.37, -0.08], [0.41, -2.45, -0.35], [1.93, -1.14, -1.32], [-1.80, 1.51, 0.66], [3.12, 0.75, -2.08], [-3.30, 1.90, -1.21], [2.88, -0.61, -2.18], [-0.19, -1.54, 3.31], [-3.19, 0.55, -1.57], [2.41, 1.56, -1.19], [1.41, 1.01, -0.36], [-2.37, -0.31, -0.84], [-1.67, 0.17, 0.26], [-0.21, -0.31, 2.36], [-0.83, -0.82, 1.04], [2.78, 3.02, -1.20], [-1.07, -2.55, 2.62], [1.20, -0.36, -0.44], [-1.52, -2.10, 1.43], [-3.93, 2.59, -1.79], [3.17, 3.37, -0.24], [-1.29, -3.53, 3.07], [-2.30, -1.36, -1.10], [0.84, -1.91, 3.44], [0.80, 1.59, 0.32], [3.88, 1.21, -2.70], [-1.27, 1.87, 1.54], [-0.61, -1.27, 4.30], [1.71, -3.23, -1.79], [-0.13, -3.34, -0.04], [0.79, 0.12, 2.21], [-3.74, 0.16, -2.43], [-0.91, 0.42, 2.79], [-2.21, -2.61, 0.75], [-2.74, 3.40, 0.27], [3.59, 3.13, -1.94], [1.95, 3.66, -1.52], [3.39, -1.24, -2.90]], "nbo_charge": [-0.49, -0.30, -0.19, 0.30, 0.16, -0.21, -0.17, -0.19, -0.22, -0.45, -0.20, 0.03, -0.22, -0.16, -0.07, -0.41, 0.07, -0.64, -0.12, 0.10, -0.25, 0.23, 0.24, 0.23, 0.20, 0.23, 0.24, 0.23, 0.22, 0.24, 0.45, 0.27, 0.23, 0.23, 0.23, 0.23, 0.23, 0.22, 0.24, 0.24]}

---

Most stable structure - version two; separation to the second - 180.2 kJ/mol.